Record 1
Density functional theory data (the ωB97M-V functional and the def2-TZVPD basis) for C4H6NOP as an isolated structure in a non-equilibrium geometry.

E_LUMO	-0.7	eV
calculated total energy	-17068.9628	eV
energy above the lowest of the compared OMol25 structures with the same formula, charge and spin	36.0	kcal per mole
frontier orbital gap	8.70	eV

XYZ file:
```
13
Properties=species:S:1:pos:R:3:forces:R:3
C 0.66912 0.99890 0.88928 0.906 -0.289 0.834
C 1.11239 -0.32672 0.25255 0.333 -0.994 -0.777
C -0.69761 0.63141 0.34721 -2.248 -1.664 3.276
C -0.56959 -1.55117 -1.23936 -1.848 2.915 0.451
N -0.16521 -0.59633 -0.21503 1.836 0.893 0.295
O 2.12200 -0.95657 0.03704 -0.121 0.571 0.486
P 1.56878 2.15573 1.75818 0.872 -2.773 -1.240
H -1.57927 0.38849 1.16237 2.157 0.854 -1.723
H -1.05855 1.29309 -0.33596 -1.228 1.991 -2.011
H -1.66257 -1.57058 -1.05421 0.528 -1.196 -0.364
H -0.44048 -1.22557 -2.28654 0.266 0.202 0.428
H 0.03551 -2.36908 -1.03839 0.427 -2.101 0.127
H 0.66548 3.12840 1.72288 -1.880 1.590 0.218
```
Forces are in eV/Å.

---

Record 2
Density functional theory data (the ωB97M-V functional and the def2-TZVPD basis) for one molecule with the formula C4H6NP in a non-equilibrium geometry.

E_LUMO	0.2	eV
calculated total energy	-15018.1848	eV
energy above the lowest of the compared OMol25 structures with the same formula, charge and spin	114.4	kcal per mole
frontier orbital gap	7.33	eV

XYZ file:
```
12
Properties=species:S:1:pos:R:3:forces:R:3
C -0.84235 0.03040 0.77212 1.362 0.868 -1.449
C -1.14279 -0.99333 -0.03806 -1.855 -2.534 -0.427
C 1.00272 -0.30951 -1.39918 -1.675 0.638 2.231
C 0.33819 0.75575 0.41502 0.509 -4.196 -2.275
N 0.69829 1.95772 0.69325 -2.862 0.189 0.395
P -0.13569 -1.61131 -1.38407 0.015 2.178 0.328
H -1.42391 0.15788 1.64643 -0.351 0.660 0.876
H -2.01888 -1.66614 0.19200 0.882 0.888 -0.111
H 2.02442 -0.28264 -1.73061 0.391 -0.052 0.222
H -0.06365 2.62438 0.81389 1.005 0.471 0.340
H 1.64397 2.12238 0.61697 1.983 1.408 -0.319
H -0.08031 -2.78559 -0.59776 0.597 -0.520 0.191
```
Forces are in eV/Å.

---

Record 3
Density functional theory data (the ωB97M-V functional and the def2-TZVPD basis) for C4H6NPS as an isolated structure in a non-equilibrium geometry.

E_LUMO	0.0	eV
calculated total energy	-25856.3005	eV
energy above the lowest of the compared OMol25 structures with the same formula, charge and spin	13.1	kcal per mole
frontier orbital gap	8.47	eV

XYZ file:
```
13
Properties=species:S:1:pos:R:3:forces:R:3
C 0.00113 0.92487 -0.11643 3.450 2.608 -0.729
C -0.80908 2.07117 0.17951 -3.145 0.114 -0.643
C -0.46574 -0.26094 0.11151 -2.918 -2.207 1.653
C 1.87478 -1.90533 -0.23319 -0.099 -0.163 3.381
N -2.04930 1.96060 0.64157 2.591 1.647 -1.456
P -2.57954 0.48317 1.02290 1.006 -2.708 -1.116
S 0.06423 -1.88729 0.22069 0.799 0.286 -0.476
H 1.05806 1.25507 -0.46420 -1.684 -1.090 0.457
H -0.48479 2.99441 -0.30637 -0.026 0.333 0.949
H 2.06633 -1.77692 -1.21704 0.056 0.536 -3.330
H 2.35427 -2.86707 0.02686 -0.730 0.269 0.208
H 2.44323 -1.12884 0.30407 -0.471 -0.204 0.040
H -3.47357 0.13709 -0.16987 1.170 0.578 1.063
```
Forces are in eV/Å.

---

Record 4
Density functional theory data (the ωB97M-V functional and the def2-TZVPD basis) for C4H6NPS as an isolated structure in a non-equilibrium geometry.

E_LUMO (spin up / spin down)	-1.0 / -1.2	eV
calculated total energy	-25853.5344	eV
energy above the lowest of the compared OMol25 structures with the same formula, charge and spin	76.9	kcal per mole
frontier orbital gap (spin up / spin down)	6.94 / 6.61	eV

XYZ file:
```
13
Properties=species:S:1:pos:R:3:forces:R:3
C -1.16181 -0.86241 -0.77649 0.282 -1.411 -0.379
C -0.45238 0.16522 -1.31138 1.754 1.754 -4.034
C -1.16402 -1.28115 0.53592 0.692 0.402 1.285
C 0.44235 1.17525 -0.73707 1.103 -1.212 -1.055
N 1.50212 -0.62929 1.04740 -1.030 -0.133 0.039
P -0.03778 -0.49171 1.65873 0.744 -1.106 1.853
S 1.86333 0.08317 -0.35486 -0.795 0.023 0.384
H -1.44661 -1.60807 -1.55275 -0.575 0.638 0.644
H -0.35901 0.30419 -2.45987 -0.551 -0.971 1.790
H 0.89306 1.88922 -1.40457 -0.361 0.149 -0.775
H 0.05905 1.71017 0.03398 -0.784 1.447 2.857
H -0.19057 0.77303 2.35666 -0.286 -0.113 -0.761
H 0.05228 -1.22761 2.96429 -0.193 0.535 -1.850
```
Forces are in eV/Å.

---

Record 5
Density functional theory data (the ωB97M-V functional and the def2-TZVPD basis) for C4H6NaO2 as an isolated structure in a non-equilibrium geometry.

E_LUMO (spin up / spin down)	-2.1 / -2.1	eV
calculated total energy	-12750.2437	eV
2S+1	2
energy above the lowest of the compared OMol25 structures with the same formula, charge and spin	45.3	kcal per mole
frontier orbital gap (spin up / spin down)	3.05 / 3.55	eV

XYZ file:
```
13
Properties=species:S:1:pos:R:3:forces:R:3
O 0.03773 0.96664 -0.60889 0.138 -0.043 -1.110
C 0.71644 0.80898 -1.63051 -0.360 -0.097 1.071
C 0.50955 0.32923 1.63758 0.940 -1.207 4.252
C 0.40488 -0.34981 2.84735 0.313 0.993 -1.420
H 0.00939 1.30425 1.70803 0.467 -0.515 -1.349
H 1.35089 -0.07056 1.05676 -0.955 0.975 -0.698
H 1.14214 -1.13571 3.05658 -0.588 0.011 0.087
H -0.10043 0.16117 3.67697 -0.077 -0.564 -0.170
Na -1.65906 -1.81004 1.95666 0.410 0.462 -0.280
O -0.18061 0.74619 -2.75787 -0.359 -0.082 -0.657
C 0.36251 0.43785 -3.95423 0.135 -0.007 0.126
H -0.31300 0.50621 -4.80605 0.356 -0.023 0.261
H 1.44063 0.26890 -3.99779 -0.419 0.097 -0.112
```
Forces are in eV/Å.

---

Record 6
Density functional theory data (the ωB97M-V functional and the def2-TZVPD basis) for one molecule with the formula C4H6O in a non-equilibrium geometry.

E_LUMO	1.0	eV
calculated total energy	-6288.9798	eV
energy above the lowest of the compared OMol25 structures with the same formula, charge and spin	67.8	kcal per mole
frontier orbital gap	10.20	eV
SMILES	C#CCOC

XYZ file:
```
11
Properties=species:S:1:pos:R:3:forces:R:3
C 2.73699 0.35807 -0.77737 -0.497 -0.336 0.979
C 1.66296 0.00361 -0.35239 0.495 0.660 -3.032
C 0.31557 -0.36522 -0.05599 2.304 -0.926 3.838
O -0.63083 0.59858 -0.22853 -0.449 0.435 -0.092
C -1.91099 0.22630 0.25168 -0.118 0.007 0.086
H 3.74695 0.63628 -0.72780 0.663 0.243 -0.308
H 0.81566 -0.50902 1.06019 -2.548 0.114 -0.745
H 0.02472 -1.38005 -0.28521 -0.119 -0.220 -0.655
H -2.26986 -0.69784 -0.22647 0.117 0.156 0.057
H -2.58700 1.04608 -0.00007 0.103 -0.155 0.047
H -1.90416 0.08323 1.34197 0.049 0.022 -0.174
```
Forces are in eV/Å.

---

Record 7
Density functional theory data (the ωB97M-V functional and the def2-TZVPD basis) for one molecule with the formula C4H6O in a non-equilibrium geometry.

E_LUMO	1.1	eV
calculated total energy	-6291.3275	eV
energy above the lowest of the compared OMol25 structures with the same formula, charge and spin	13.6	kcal per mole
frontier orbital gap	10.23	eV
SMILES	C1=CCOC1

XYZ file:
```
11
Properties=species:S:1:pos:R:3:forces:R:3
C 0.67125 -0.96408 -0.16586 2.559 -1.734 0.432
C -0.61698 -1.08984 -0.06643 -0.918 0.622 0.113
C -1.16323 0.28501 0.10199 -1.338 0.366 0.025
O -0.03647 1.20102 0.08095 -1.269 -0.554 -0.018
C 1.15351 0.43811 0.00451 0.168 0.034 -0.911
H 1.36584 -1.82007 -0.18376 -0.273 0.565 -0.270
H -1.24552 -1.97513 -0.08136 0.283 0.133 -0.035
H -1.78912 0.32803 1.04747 0.831 0.441 -0.827
H -1.83746 0.48318 -0.75809 0.216 0.388 0.497
H 1.82301 0.77117 -0.83298 -0.709 -0.110 0.467
H 1.70770 0.58947 0.91584 0.449 -0.149 0.528
```
Forces are in eV/Å.

---

Record 8
Density functional theory data (the ωB97M-V functional and the def2-TZVPD basis) for one molecule with the formula C4H6O in a non-equilibrium geometry.

E_LUMO	1.2	eV
calculated total energy	-6287.9058	eV
energy above the lowest of the compared OMol25 structures with the same formula, charge and spin	92.5	kcal per mole
frontier orbital gap	10.93	eV
SMILES	C1C[C@H]2O[C@@H]12

XYZ file:
```
11
Properties=species:S:1:pos:R:3:forces:R:3
C -0.36850 -0.58774 0.73862 -0.006 0.036 0.215
C 1.05381 -0.33947 0.15466 0.172 0.046 -0.243
C 0.50853 0.90168 -0.59453 -0.756 -0.707 -0.944
O -0.80283 0.19270 -1.41412 -0.606 -0.741 0.406
C -0.86011 0.60320 -0.08226 -0.700 -0.077 0.239
H -0.42578 -0.41822 1.81516 0.113 -0.020 -0.082
H -0.86386 -1.53391 0.49155 0.155 0.283 0.034
H 1.77893 -0.08184 0.93766 -0.164 0.115 -0.299
H 1.48913 -1.10682 -0.48793 -0.077 0.037 0.091
H 0.14399 1.07623 -1.74024 1.890 1.049 0.535
H -1.65330 1.29418 0.18143 -0.021 -0.020 0.049
```
Forces are in eV/Å.

---

Record 9
Density functional theory data (the ωB97M-V functional and the def2-TZVPD basis) for one molecule with the formula C4H6O.

E_LUMO	1.0	eV
calculated total energy	-6289.9704	eV
energy above the lowest of the compared OMol25 structures with the same formula, charge and spin	44.9	kcal per mole
frontier orbital gap	11.14	eV
SMILES	C#CCOC

XYZ file:
```
11
Properties=species:S:1:pos:R:3:forces:R:3
C 2.26549 0.67386 -0.92359 -0.325 -0.247 0.178
C 1.36144 0.04639 -0.43721 0.477 0.333 -0.019
C 0.44000 -0.67745 0.45410 0.161 -0.198 0.043
O -0.57809 0.12738 0.98562 0.011 0.014 0.166
C -1.69047 0.26450 0.13563 -0.266 0.031 -0.154
H 3.10342 1.22813 -1.27593 -0.136 -0.022 -0.188
H 1.06268 -0.99422 1.29443 -0.169 -0.076 0.043
H 0.02445 -1.58325 -0.01028 0.076 0.160 -0.079
H -1.43243 0.75909 -0.81307 0.005 -0.074 0.169
H -2.42084 0.87518 0.67386 0.113 -0.107 -0.158
H -2.13565 -0.71961 -0.08354 0.052 0.186 0.000
```
Forces are in eV/Å.

---

Record 10
Density functional theory data (the ωB97M-V functional and the def2-TZVPD basis) for one molecule with the formula C4H6O in a non-equilibrium geometry.

E_LUMO	0.8	eV
calculated total energy	-6288.7395	eV
energy above the lowest of the compared OMol25 structures with the same formula, charge and spin	73.3	kcal per mole
frontier orbital gap	10.56	eV
SMILES	OCC1C=C1

XYZ file:
```
11
Properties=species:S:1:pos:R:3:forces:R:3
O 0.75436 -0.41086 -1.42861 -1.589 -1.032 0.060
C 1.25513 -0.35544 -0.13261 -0.289 0.018 0.749
C 0.02989 0.06155 0.70425 0.326 -0.213 0.114
C -1.28562 -0.19832 -0.02992 -0.733 0.973 1.318
C -0.84162 1.03129 0.04559 -0.723 -0.080 0.263
H -0.28764 -0.68187 -1.19000 3.142 0.732 -1.488
H 1.70283 -1.31883 0.16158 -0.221 0.181 0.167
H 1.99994 0.43348 0.07026 -0.052 -0.200 -0.728
H 0.09929 0.09752 1.79145 0.139 -0.126 -0.112
H -2.24758 -0.66813 0.02513 -0.059 -0.405 -0.260
H -1.10481 2.06778 -0.03562 0.060 0.152 -0.084
```
Forces are in eV/Å.